C23H36IrN5OS2Si3 | ωB97M-V/def2-TZVPD

Net charge = +1
Spin multiplicity = 6
<S²> = 8.7867
HOMO energy (spin up / spin down) = -10.7 / -11.8 eV

Last column: Mulliken charge in e.
Positions of all 71 atoms, in Å:
1 Ir 0.0299 -0.1387 0.5229  2.361
2 C 4.7356 -0.9618 1.9136  -1.269
3 Si 2.8706 -0.5900 1.8010  0.109
4 C 1.9380 -2.0608 2.5980  -0.803
5 C 2.5610 0.9559 2.8910  -0.774
6 C 2.1787 -0.2590 0.0273  -0.777
7 Si 2.6216 -1.6756 -1.2198  0.167
8 C 4.4609 -1.4619 -1.6872  -1.062
9 C 2.3397 -3.4150 -0.4947  -1.112
10 C 1.5861 -1.5933 -2.8258  -0.976
11 Si 2.4360 1.5146 -0.6512  -0.412
12 C 4.1241 2.2256 -0.1302  -1.216
13 C 2.2093 1.7083 -2.5325  -1.102
14 C 1.0481 2.7095 -0.0260  0.739
15 C 1.1614 4.0940 -0.0979  -0.915
16 C 0.0586 4.8941 0.1498  -0.392
17 C -1.1451 4.2879 0.4833  -0.927
18 C -1.1769 2.9074 0.5826  -0.286
19 N -0.1114 2.1604 0.3304  -0.189
20 H 5.0290 -1.0442 2.9553  0.402
21 H 5.3382 -0.1754 1.4742  0.361
22 H 5.0006 -1.8951 1.4303  0.363
23 H 1.9963 -1.9772 3.6782  0.178
24 H 2.3799 -3.0127 2.3327  0.387
25 H 0.8856 -2.1002 2.3227  0.280
26 H 2.4482 0.6535 3.9250  0.242
27 H 1.6653 1.4939 2.6006  0.179
28 H 3.3935 1.6473 2.8499  0.393
29 H 5.1176 -1.5221 -0.8291  0.287
30 H 4.6470 -0.5125 -2.1767  0.296
31 H 4.7574 -2.2477 -2.3748  0.410
32 H 3.0601 -3.6725 0.2720  0.300
33 H 2.4467 -4.1459 -1.2901  0.453
34 H 1.3453 -3.5355 -0.0770  0.298
35 H 2.2124 -1.3177 -3.6677  0.431
36 H 0.7663 -0.8867 -2.7831  0.108
37 H 1.1662 -2.5702 -3.0446  0.415
38 H 4.8900 1.4717 -0.2664  0.322
39 H 4.1464 2.5407 0.9065  0.377
40 H 4.3942 3.0772 -0.7455  0.478
41 H 2.9147 1.1053 -3.0903  0.345
42 H 2.3672 2.7447 -2.8161  0.411
43 H 1.2103 1.4341 -2.8543  0.308
44 H 2.1119 4.5292 -0.3602  0.477
45 H 0.1296 5.9699 0.0722  0.453
46 H -2.0395 4.8650 0.6589  0.440
47 H -2.0771 2.3796 0.8678  0.510
48 S -1.4845 0.0420 -1.6743  -0.376
49 C -2.0567 -1.5322 -1.3119  0.925
50 S -1.4690 -2.1943 0.1614  -0.387
51 C -2.9331 -2.2438 -2.1270  0.463
52 C -3.4184 -3.4932 -1.7053  -0.096
53 N -3.8084 -4.5058 -1.3295  -0.321
54 C -3.3612 -1.7466 -3.3672  -0.063
55 N -3.6989 -1.3234 -4.3803  -0.320
56 N -0.7165 0.1206 2.6160  -0.396
57 C -0.6210 0.2475 3.7644  0.292
58 N -0.5568 0.3634 5.0435  0.071
59 C 0.4215 -0.3777 5.8319  -0.099
60 C -0.2084 -0.7812 7.1702  -0.820
61 O -0.7223 0.3414 7.8418  -0.367
62 C -1.7196 0.9778 7.0827  -0.646
63 C -1.1640 1.4862 5.7479  -0.537
64 H 1.2844 0.2706 6.0337  0.274
65 H 0.7417 -1.2642 5.2851  0.113
66 H 0.5584 -1.2092 7.8198  0.368
67 H -1.0016 -1.5246 7.0027  0.397
68 H -2.0739 1.8159 7.6822  0.367
69 H -2.5538 0.2885 6.8883  0.351
70 H -0.3972 2.2465 5.9353  0.292
71 H -1.9598 1.9195 5.1427  0.448

=====

C4H9N2OS | ωB97M-V/def2-TZVPD

Net charge = -1
HOMO energy = -3.8 eV

Last column: Mulliken charge in e.
Positions of all 17 atoms, in Å:
1 O -0.9359 0.2341 1.4921  -0.786
2 C 0.0022 0.2945 0.5878  0.749
3 N -0.3768 0.0453 -0.9359  -0.451
4 C -1.5547 -0.8398 -0.9885  -0.561
5 N -2.8000 -0.1409 -0.6504  -0.731
6 C 1.2346 1.2724 0.7571  -0.707
7 C 1.4711 -0.2606 0.9783  0.004
8 S 4.2127 -0.5393 -0.6827  -0.405
9 H 0.4554 -0.3062 -1.4561  0.281
10 H -1.6916 -1.4553 -1.9538  0.316
11 H -1.4303 -1.6323 -0.3244  0.392
12 H -2.8508 0.7950 -1.2131  0.278
13 H -2.6600 0.0864 0.3884  0.338
14 H 1.1541 1.8777 1.6952  0.216
15 H 1.7850 1.6747 0.0310  0.354
16 H 1.6089 -0.5436 1.9537  0.341
17 H 2.3762 -0.5620 0.3212  -0.628

=====

C3H3FeO2 | ωB97M-V/def2-TZVPD

Net charge = +2
Spin multiplicity = 6
<S²> = 8.7588
HOMO energy (spin up / spin down) = -19.6 / -21.6 eV

Last column: Mulliken charge in e.
Positions of all 9 atoms, in Å:
1 O -1.2604 0.9735 0.0749  -0.183
2 Fe 2.5494 -0.1475 0.1371  1.662
3 O 0.9001 0.4651 -0.1074  -0.699
4 C -0.2947 0.1365 0.0762  0.652
5 C -2.3164 -0.2119 -0.1345  -0.015
6 C -1.0883 -1.1425 0.0182  -0.394
7 H -2.8527 -0.1813 0.8312  0.297
8 H -0.7972 -1.7774 -0.8302  0.352
9 H -1.0096 -1.7220 0.9512  0.329

=====

C26H25N4O10P2V | ωB97M-V/def2-TZVPD

Net charge = -2
Spin multiplicity = 3
<S²> = 2.0147
HOMO energy (spin up / spin down) = -0.5 / -0.6 eV

Last column: Mulliken charge in e.
Positions of all 68 atoms, in Å:
1 V -0.5158 -0.4559 1.7824  0.871
2 O 1.3912 -0.2933 5.0699  -0.553
3 P 0.4725 0.8955 4.4869  0.700
4 O 0.8591 2.1754 5.0913  -0.804
5 O 0.4874 0.7379 2.9702  -0.424
6 O -1.0318 0.4900 4.9888  -0.264
7 P -1.7201 -0.9557 4.7138  0.523
8 O -1.1798 -1.8566 5.9563  -0.518
9 O -3.1857 -0.8428 4.7735  -0.755
10 O -0.9666 -1.5335 3.5370  -0.310
11 H 1.2012 -1.1042 4.5744  0.353
12 H -1.6570 -1.6024 6.7522  0.272
13 C 4.8448 -4.7885 1.3259  -0.804
14 O 3.7184 -5.5316 0.9087  -0.468
15 C 2.5201 -4.8738 0.8960  1.071
16 C 1.4227 -5.6502 0.4578  -1.131
17 C 0.1925 -5.0637 0.4089  -0.951
18 C -0.0447 -3.7167 0.7744  0.463
19 C -1.3621 -3.1460 0.6777  1.155
20 C -2.5681 -3.9499 0.2397  -1.605
21 O -1.6361 -1.9652 0.9396  -0.542
22 C 1.0752 -2.9335 1.2325  0.365
23 O 1.0212 -1.7273 1.6139  -0.359
24 C 2.3589 -3.5717 1.2687  -0.519
25 H 5.6949 -5.4648 1.2649  0.225
26 H 4.7306 -4.4370 2.3547  0.324
27 H 5.0153 -3.9268 0.6757  0.332
28 H 1.5820 -6.6800 0.1697  0.391
29 H -0.6329 -5.6704 0.0664  0.147
30 H -2.3820 -4.9857 -0.0201  0.375
31 H -3.0104 -3.4361 -0.6140  0.309
32 H -3.2899 -3.9056 1.0560  0.298
33 H 3.1736 -2.9487 1.6062  0.406
34 C -0.1543 0.4430 -0.0234  -0.270
35 C 0.0509 1.0311 -1.0871  0.014
36 C 0.3214 1.7676 -2.2670  -0.197
37 C -0.8059 2.2729 -3.0054  0.154
38 C -2.0923 1.6833 -2.8487  -0.342
39 C -3.2236 2.2033 -3.4407  -0.468
40 C -3.1691 3.3500 -4.2381  -0.624
41 C -1.9261 3.9514 -4.4094  -0.600
42 C -0.7816 3.4371 -3.8205  -0.306
43 C 1.7071 2.0649 -2.5804  0.450
44 C 2.7107 1.9315 -1.5939  -0.675
45 C 4.0412 2.1851 -1.8669  -0.556
46 C 4.4577 2.5785 -3.1368  -0.433
47 C 3.4942 2.6882 -4.1322  -0.633
48 C 2.1580 2.4348 -3.8672  -0.390
49 H -2.1697 0.8083 -2.2142  0.455
50 H -4.1739 1.7038 -3.2790  0.373
51 H -4.0586 3.7527 -4.7072  0.345
52 H -1.8426 4.8550 -5.0063  0.354
53 H 0.1491 3.9731 -3.9467  0.549
54 H 2.4120 1.6173 -0.6013  0.465
55 H 4.7686 2.0766 -1.0693  0.363
56 H 5.5019 2.7793 -3.3451  0.348
57 H 3.7875 2.9620 -5.1413  0.330
58 H 1.4489 2.4848 -4.6828  0.542
59 N -1.9247 3.2480 -0.0858  -0.187
60 C -3.1024 3.4384 0.4835  0.685
61 N -3.8573 4.4966 0.0475  -0.488
62 N -3.6154 2.7103 1.4667  -0.865
63 C -2.9142 1.6378 1.7630  0.678
64 N -2.2974 0.6873 1.9867  -0.118
65 H -1.6540 3.7761 -0.9004  0.133
66 H -1.3190 2.4423 0.1313  -0.170
67 H -3.6798 4.8182 -0.8904  0.242
68 H -4.8258 4.4279 0.3089  0.263

=====

Respective E_tot values: -82067.541 -20152.057 -41616.773 -98079.718 eV.